{"formula": "C47H46Cl3GdN4O4P2", "method": "ωB97M-V with the def2-TZVPD basis set", "symbols": ["Gd", "C", "N", "C", "C", "C", "N", "C", "C", "C", "C", "C", "C", "C", "O", "C", "C", "C", "N", "C", "C", "C", "C", "C", "C", "C", "O", "H", "H", "H", "H", "H", "H", "H", "H", "H", "H", "H", "H", "H", "H", "H", "H", "H", "H", "H", "H", "H", "H", "H", "H", "H", "N", "P", "C", "C", "C", "C", "C", "C", "C", "C", "C", "C", "C", "C", "P", "C", "C", "C", "C", "C", "C", "C", "C", "C", "C", "C", "C", "H", "H", "H", "H", "H", "H", "H", "H", "H", "H", "H", "H", "H", "H", "H", "H", "H", "H", "H", "H", "H", "Cl", "C", "Cl", "Cl", "C", "O", "O"], "xyz": [[-0.38847, 0.06413, -0.46975], [3.23142, 0.31529, -0.19507], [2.49329, 0.52967, -1.44956], [2.86374, 1.85964, -1.95772], [2.05543, 2.98350, -1.32685], [0.61020, 3.03921, -1.83563], [-0.35345, 2.61060, -0.82817], [-1.39361, 3.35042, -0.72418], [-2.55369, 3.16000, 0.10768], [-3.50790, 4.18927, 0.12945], [-4.62957, 4.11616, 0.91933], [-4.81005, 2.98936, 1.72748], [-3.90484, 1.95532, 1.70906], [-2.76597, 1.98582, 0.87543], [-1.94397, 0.97709, 0.81881], [2.94326, -0.50384, -2.40037], [2.15331, -0.63555, -3.70338], [0.65150, -0.98409, -3.51843], [0.43658, -1.43598, -2.16715], [0.20294, -2.71381, -1.97446], [0.45059, -3.39106, -0.75164], [0.42390, -4.79789, -0.74301], [0.99096, -5.52124, 0.28118], [1.62762, -4.86378, 1.36241], [1.59860, -3.49952, 1.43606], [0.97080, -2.70803, 0.43553], [0.89453, -1.42959, 0.57574], [4.31383, 0.27500, -0.38499], [2.91675, -0.60882, 0.27767], [3.03483, 1.13266, 0.49984], [2.71244, 1.88284, -3.03785], [3.93611, 2.03645, -1.78207], [2.55669, 3.92933, -1.54024], [2.03822, 2.86913, -0.24012], [0.49625, 2.37230, -2.69886], [0.37278, 4.05114, -2.18099], [-1.43731, 4.26228, -1.33273], [-3.33973, 5.06257, -0.49242], [-5.36197, 4.91252, 0.91591], [-5.67632, 2.92833, 2.37572], [-4.05116, 1.08465, 2.33501], [2.90383, -1.45899, -1.87644], [3.99690, -0.31560, -2.66242], [2.64076, -1.43150, -4.27064], [2.23725, 0.27308, -4.30291], [0.35054, -1.74334, -4.24996], [0.05252, -0.09252, -3.70440], [-0.01533, -3.35815, -2.83297], [-0.01898, -5.30633, -1.59069], [0.97037, -6.60314, 0.25592], [2.10767, -5.43860, 2.14305], [2.03982, -2.97531, 2.27686], [-1.13028, -0.94902, 2.76316], [0.04113, 0.29573, 2.52240], [1.14343, -0.04547, 3.96620], [0.93797, -1.07770, 4.87442], [1.77374, -1.22974, 5.97415], [2.84037, -0.36604, 6.16432], [3.06676, 0.65696, 5.25241], [2.22296, 0.81578, 4.16637], [-0.72336, 1.78744, 3.29430], [-1.56116, 1.75063, 4.40286], [-2.11344, 2.92019, 4.90281], [-1.82576, 4.13956, 4.30821], [-0.97119, 4.18920, 3.21689], [-0.42670, 3.01728, 2.71454], [-1.88712, -1.59784, 1.34356], [-1.90729, -3.39262, 1.76232], [-1.34681, -3.95039, 2.90296], [-1.51288, -5.30102, 3.17826], [-2.23759, -6.10686, 2.31456], [-2.79554, -5.55906, 1.16525], [-2.62685, -4.21460, 0.88926], [-3.66845, -1.39361, 1.73118], [-4.18497, -1.63546, 3.00202], [-5.53916, -1.47121, 3.24601], [-6.39109, -1.08098, 2.22050], [-5.88742, -0.86527, 0.94697], [-4.53019, -1.02114, 0.70558], [-1.81856, -0.68684, 3.46063], [0.11960, -1.76762, 4.72332], [1.58718, -2.02430, 6.68606], [3.49416, -0.48722, 7.01863], [3.90471, 1.32830, 5.39306], [2.39654, 1.62943, 3.46869], [-1.77976, 0.80952, 4.89883], [-2.77617, 2.87917, 5.75864], [-2.26375, 5.04977, 4.69759], [-0.74944, 5.13796, 2.74379], [0.21543, 3.04502, 1.84068], [-0.77652, -3.32538, 3.57583], [-1.06756, -5.72252, 4.07162], [-2.37498, -7.15816, 2.53566], [-3.36610, -6.18188, 0.48729], [-3.05693, -3.78395, -0.01057], [-3.53432, -1.97015, 3.80420], [-5.93357, -1.65442, 4.23777], [-7.44874, -0.95279, 2.41460], [-6.54498, -0.56034, 0.14235], [-4.12795, -0.85782, -0.28281], [-3.36734, 1.22344, -4.59790], [-3.70937, 0.20659, -3.19709], [-4.87252, 1.04472, -2.14268], [-4.38001, -1.33222, -3.73186], [-2.41919, -0.02929, -2.33907], [-1.54018, 0.85413, -2.40020], [-2.37241, -1.05277, -1.64017]], "atomic_forces_ev_per_a": [[0.6, 0.5, -0.1], [0.0, 0.0, 0.0], [0.2, 0.2, -0.1], [0.0, 0.1, 0.1], [-0.1, -0.1, -0.1], [0.1, 0.0, 0.1], [0.0, 0.4, 0.0], [0.3, 0.0, -0.1], [-0.2, -0.2, 0.2], [0.1, 0.0, 0.0], [-0.1, 0.0, 0.0], [0.1, 0.1, -0.1], [0.1, -0.2, 0.1], [-0.3, 0.5, -0.1], [-0.7, 0.3, 0.1], [-0.1, 0.0, -0.1], [-0.2, 0.0, 0.1], [0.1, 0.2, -0.3], [-0.5, -2.3, -0.1], [0.8, 1.9, -0.7], [0.4, 0.1, 1.9], [0.2, 0.1, 0.3], [0.1, -0.1, 0.3], [-0.6, -0.2, -0.8], [0.0, 0.5, -0.1], [-0.1, -1.2, -1.0], [0.5, -0.5, 0.2], [0.0, 0.1, 0.0], [0.0, 0.0, 0.0], [0.0, 0.0, 0.0], [0.0, 0.0, 0.0], [0.0, -0.1, -0.1], [0.0, 0.0, 0.0], [0.0, 0.1, 0.0], [0.0, 0.0, 0.0], [0.0, 0.0, 0.0], [0.0, 0.0, 0.0], [0.0, 0.0, 0.0], [0.0, 0.0, 0.0], [0.0, 0.0, 0.0], [0.0, 0.0, 0.0], [0.0, 0.0, 0.0], [0.0, 0.0, 0.1], [0.0, 0.0, 0.0], [0.0, 0.0, 0.0], [0.0, 0.0, 0.0], [0.0, 0.0, 0.0], [0.0, 0.1, -0.1], [0.0, -0.1, 0.0], [0.0, 0.0, 0.0], [0.0, -0.1, 0.0], [0.0, 0.1, 0.0], [0.0, 0.3, -0.5], [-0.2, 0.4, 1.4], [0.3, -0.1, -0.3], [0.0, 0.0, -0.1], [0.0, 0.0, 0.0], [0.0, 0.0, 0.0], [0.0, 0.0, 0.0], [0.0, 0.0, 0.0], [0.1, 0.0, -0.2], [0.0, 0.0, 0.0], [-0.1, -0.1, 0.1], [0.1, 0.1, 0.0], [0.0, 0.0, 0.0], [0.0, -0.1, 0.0], [-0.4, -0.8, 1.5], [0.0, -0.1, -0.3], [0.0, 0.1, -0.1], [0.0, -0.1, 0.0], [0.0, 0.0, 0.0], [0.0, 0.0, 0.0], [0.1, 0.1, 0.0], [0.0, 0.3, -0.4], [0.1, 0.0, 0.0], [0.0, 0.0, 0.1], [-0.1, 0.0, -0.1], [0.0, 0.0, 0.1], [0.0, -0.1, 0.0], [0.0, -0.1, 0.1], [0.0, 0.0, 0.0], [0.0, 0.0, 0.0], [0.0, 0.0, 0.0], [0.0, 0.0, 0.0], [0.0, 0.0, 0.0], [0.0, 0.0, 0.0], [0.0, 0.0, 0.0], [0.0, 0.0, 0.0], [0.0, 0.0, 0.0], [0.0, 0.0, 0.0], [0.0, 0.0, 0.0], [0.0, 0.0, 0.0], [0.0, 0.0, 0.0], [0.0, 0.0, 0.0], [0.0, 0.0, 0.0], [0.0, 0.0, 0.0], [0.0, 0.0, 0.0], [0.0, 0.0, 0.0], [0.0, 0.0, 0.0], [0.0, 0.0, 0.0], [0.0, 0.0, -0.1], [0.1, 0.1, 0.1], [0.0, 0.0, 0.0], [-0.1, -0.1, 0.0], [-0.4, -0.1, -0.5], [-0.3, 0.1, -0.4], [-0.1, 0.2, 0.0]], "lumo_ev": [0.3355, -2.7243], "s_squared": 16.02, "largest_force_ev_per_a": 2.38, "spin_multiplicity": 8, "e_homo_ha": [-0.27762, -0.27763], "total_energy_ev": -140619.925}